No. 1
ClH12O10 as an isolated structure at a distorted geometry, computed with ωB97M-V with the def2-TZVPD basis set.

The geometry in XYZ format:
```
23
Properties=species:S:1:pos:R:3:forces:R:3
Cl 0.4791 -0.5560 -0.2398 1.56 -1.91 -0.88
O 0.0841 0.5793 -0.9490 2.12 1.75 -1.88
O -0.3041 -1.5932 -0.8254 1.88 -2.15 1.72
O 1.9010 -0.7699 -0.3239 -0.88 -1.13 -0.65
O 0.1286 -0.3385 1.1179 -1.54 0.34 -3.86
O -2.1685 0.3865 -0.3110 -2.46 1.25 1.95
H -1.2373 0.3836 -0.5326 -0.96 0.48 0.05
H -2.2449 -0.2353 0.4126 -0.28 -0.04 0.12
O -1.8186 -0.8401 -2.3123 -1.36 -0.02 -3.12
H -0.9766 -0.8735 -1.8581 -0.80 -0.21 -1.10
H -2.2183 -0.0220 -2.0170 -0.34 -0.27 -0.25
O 2.1696 1.5568 0.0277 1.09 1.79 0.51
H 1.9766 1.0485 -0.7601 0.39 0.61 -0.04
H 1.3163 1.8738 0.3238 0.01 0.18 0.01
O -0.5154 2.5588 -1.6909 -0.56 1.75 -0.74
H -0.0770 3.2880 -1.2524 0.09 0.27 0.01
H -0.8871 2.0388 -0.9784 -0.36 0.51 -0.03
O 0.3825 -0.1262 3.1500 0.37 0.50 4.48
H 0.3690 -0.5791 2.3069 0.53 -0.47 1.54
H 1.2952 -0.1753 3.4343 0.17 0.06 0.28
O 0.9785 -2.8673 1.0330 0.38 -1.27 0.87
H 0.2715 -2.7088 1.6585 -0.15 -0.11 0.13
H 1.0960 -2.0290 0.5861 1.11 -1.89 0.86
```
Forces are in eV/Å.

## Properties
- Charge: -1
- ΔE to the lowest compared entry with this formula, charge and spin: 152.31 kcal/mol
- Highest occupied orbital energy: -6.22 eV
- Lowest unoccupied orbital energy: 3.2805 eV

natural (NBO) charges in e:
1. Cl 2.586
2. O -0.858
3. O -0.797
4. O -0.792
5. O -0.859
6. O -0.982
7. H 0.429
8. H 0.475
9. O -0.985
10. H 0.443
11. H 0.471
12. O -0.946
13. H 0.474
14. H 0.460
15. O -0.931
16. H 0.455
17. H 0.477
18. O -0.975
19. H 0.455
20. H 0.447
21. O -0.921
22. H 0.456
23. H 0.417



No. 2
ClH14N2O3Zn as an isolated structure at a distorted geometry, computed with ωB97M-V with the def2-TZVPD basis set.

The geometry in XYZ format:
```
21
Properties=species:S:1:pos:R:3:forces:R:3
Zn 7.1820 -8.4120 -1.5748 -6.56 -1.03 -11.00
N 10.0562 -7.0811 -0.7202 1.90 1.80 -1.06
H 9.7155 -6.3275 -1.3000 0.13 0.72 -0.50
H 9.2808 -7.5190 -0.2437 1.95 1.98 0.45
H 10.7459 -6.6766 -0.1030 0.89 0.12 0.37
H 10.4175 -7.8108 -1.3177 1.17 0.06 -0.18
N 6.7537 -6.6674 0.7718 -1.38 1.91 0.62
H 7.4677 -6.2780 0.1729 0.07 1.38 0.62
H 7.1837 -7.5143 1.1152 -2.31 0.51 0.28
H 5.9184 -6.7638 0.2123 -0.93 -0.37 0.12
H 6.4928 -6.1022 1.5671 -0.01 1.21 0.67
Cl 8.1299 -8.5049 -0.0732 -1.50 -1.83 5.06
O 8.9207 -9.6374 1.9108 -0.01 -1.21 0.79
H 8.5735 -9.2677 1.0990 1.22 -2.99 3.11
H 9.8614 -9.4653 1.8698 0.88 -0.91 0.46
O 9.7541 -9.9933 -1.3186 0.15 -0.31 -0.69
H 10.0883 -9.3628 -1.9565 0.71 -0.59 -0.94
H 9.2051 -9.4731 -0.7319 2.05 -2.16 -0.87
O 8.9457 -7.1935 2.1572 -0.16 2.20 -0.76
H 8.1909 -7.6807 1.8269 1.53 -0.49 2.50
H 9.6983 -7.7473 1.9497 0.22 0.00 0.96
```
Forces are in eV/Å.

## Properties
- Charge: +3
- ΔE to the lowest compared entry with this formula, charge and spin: 24.16 kcal/mol
- Highest occupied orbital energy: -23.04 eV
- Lowest unoccupied orbital energy: -17.1985 eV

natural (NBO) charges in e:
1. Zn 1.670
2. N -0.862
3. H 0.447
4. H 0.327
5. H 0.495
6. H 0.440
7. N -0.830
8. H 0.420
9. H 0.392
10. H 0.446
11. H 0.512
12. Cl -0.450
13. O -0.764
14. H 0.301
15. H 0.474
16. O -0.829
17. H 0.442
18. H 0.354
19. O -0.827
20. H 0.378
21. H 0.467